[1]
74
Properties=species:S:1:pos:R:3:mulliken_spin:R:1 method="wB97M-V/def2-TZVPD" gap_ev="5.003 / 4.300" spin_multiplicity=3 fmax_ev_per_a=3.9 charge=+2 e_tot_ha=-4521.1031
C -0.0591 -1.9700 -5.7325 0.0162
C 0.2640 -0.9935 -4.7784 0.0091
C -0.5655 0.1425 -4.6531 0.0154
C -1.7609 0.1808 -5.3847 -0.0040
N -2.1045 -0.8053 -6.2101 0.0096
C -1.2786 -1.8346 -6.4207 -0.0043
C 1.3970 -1.0954 -3.9000 0.1663
C 2.1707 -0.8782 -2.9619 -0.0502
C 2.9535 -0.2921 -1.9192 0.1241
C 3.0379 -0.9120 -0.6531 -0.0066
C 3.4353 -0.1844 0.4739 0.0757
C 3.7855 1.1736 0.2823 0.0177
C 3.9593 1.7247 -1.0136 0.1022
C 3.5002 0.9954 -2.1061 -0.0571
Pt 3.8933 2.5483 1.6753 0.3018
P -0.6885 -1.1105 -0.0124 0.6047
H -0.2957 0.9495 -3.9744 0.0006
H 0.5999 -2.8155 -5.9250 0.0013
H -2.4422 1.0280 -5.2650 0.0004
H -1.5892 -2.5920 -7.1483 0.0000
H 3.5073 1.4258 -3.1084 -0.0035
H 2.7139 -1.9519 -0.5664 -0.0106
H 4.4195 2.7096 -1.0963 0.0028
H 3.4735 -0.5795 1.4870 -0.0005
C -1.4446 -1.9427 1.4694 0.0668
C -2.9292 -2.2726 1.4549 0.0344
H -1.2119 -1.2778 2.3187 -0.0004
H -0.8593 -2.8620 1.6175 -0.0020
H -3.2008 -2.6652 2.4436 0.0061
H -3.5554 -1.3939 1.2606 -0.0004
H -3.1846 -3.0520 0.7257 -0.0024
C -2.0835 -0.2715 -0.9017 0.0708
C -2.9123 -1.0473 -1.9150 0.0398
H -1.5842 0.5739 -1.4086 0.0077
H -2.7325 0.1651 -0.1264 0.0020
H -3.6124 -0.3482 -2.3913 0.0071
H -2.2968 -1.4798 -2.7122 -0.0031
H -3.5142 -1.8413 -1.4547 -0.0034
C -0.2188 -2.5462 -1.0793 0.1108
C -1.1566 -3.7483 -1.1293 0.0524
H 0.7609 -2.8823 -0.6920 -0.0086
H -0.0214 -2.1342 -2.0804 -0.0230
H -0.6660 -4.5280 -1.7269 0.0068
H -1.3422 -4.1679 -0.1337 -0.0017
H -2.1189 -3.5268 -1.6050 -0.0039
Br 3.6417 4.3560 3.2308 0.2566
P 0.3604 2.5888 2.2182 0.0166
C -1.2921 1.8458 1.9150 0.0098
C -2.3465 2.0847 2.9675 0.0046
H -1.1085 0.7630 1.7964 0.0205
H -1.6199 2.2136 0.9344 -0.0035
H -3.3060 1.6890 2.6123 0.0003
H -2.1252 1.5856 3.9177 0.0000
H -2.5032 3.1473 3.1720 0.0008
C 0.6787 2.3527 4.0219 0.0094
C 0.4977 3.4976 5.0006 0.0024
H 1.7251 2.0025 4.0460 0.0013
H 0.0313 1.5066 4.2924 -0.0011
H 0.6678 3.0968 6.0065 0.0006
H 1.2326 4.2975 4.8517 -0.0022
H -0.5139 3.9110 4.9890 -0.0005
C 0.1612 4.4100 1.9632 0.0115
C -1.0584 5.1129 2.5431 0.0028
H 0.1488 4.4921 0.8609 0.0026
H 1.1178 4.8564 2.2903 0.0012
H -0.9905 6.1699 2.2622 -0.0002
H -1.9900 4.7187 2.1248 0.0002
H -1.0943 5.0659 3.6367 0.0004
C 2.8992 -4.5315 1.2516 -0.0004
O 2.5978 -4.1362 -0.0835 -0.0011
H 2.0182 -4.9810 1.7273 0.0000
H 3.1709 -3.6175 1.7883 0.0000
H 3.7368 -5.2406 1.3155 0.0000
H 2.8204 -4.8717 -0.6752 0.0001

[2]
27
Properties=species:S:1:pos:R:3:nbo_charge:R:1 method="wB97M-V/def2-TZVPD" gap_ev=9.118 de_lowest_kcal_mol=79.1 spin_multiplicity=1 fmax_ev_per_a=4.6 charge=+1 e_tot_ha=-478.3290
C -3.3164 1.0371 -0.0668 -0.2553
C -3.5165 -0.3458 0.4177 0.1428
C -2.1572 1.6842 -0.3517 0.0008
C -0.0449 0.4189 -0.2265 0.7347
C 1.5921 -0.9297 1.1001 -0.6020
C 1.6372 1.6476 0.9222 -0.5740
C 2.1363 0.3045 -1.0495 -0.5688
C 1.2980 0.3010 0.2213 -0.2296
N -0.9513 1.2069 -0.1079 -0.3936
N -0.6500 -1.2044 -1.3229 -0.9394
N -2.8029 -1.3256 0.2404 -0.6714
H -4.3744 1.5423 -0.0886 0.2525
H -4.5326 -0.2273 0.8087 0.1725
H -2.0462 2.7252 -0.6844 0.2466
H 2.3188 -0.8158 1.8633 0.2507
H 2.1549 -1.6409 0.5280 0.2290
H 0.5928 -1.3134 1.4842 0.2296
H 2.6830 1.6538 1.0874 0.2270
H 1.5010 2.5994 0.3433 0.2326
H 1.1408 1.7259 1.8842 0.2295
H 1.7598 0.9510 -1.7938 0.2216
H 2.2594 -0.7694 -1.5366 0.2120
H 3.0733 0.6428 -0.7772 0.2308
H -0.4877 -1.2554 -2.3265 0.4007
H -0.1217 -2.0972 -1.1419 0.4049
H -1.6179 -1.2511 -1.0545 0.4270
H -3.1630 -2.2671 0.3648 0.3885

[3]
24
Properties=species:S:1:pos:R:3:nbo_charge:R:1 method="wB97M-V/def2-TZVPD" gap_ev=11.008 de_lowest_kcal_mol=62.3 spin_multiplicity=1 smiles=O.O.O.O.O.O.O.O fmax_ev_per_a=0.5 e_tot_ha=-611.4833
H -0.1649 1.3348 -1.1765 0.4631
H -0.6270 0.2786 -0.1861 0.4630
H -3.5315 -1.1131 -0.9218 0.4675
H -2.4109 -0.5494 -0.0636 0.4585
H -1.6100 3.0904 -4.2340 0.4643
H -1.7530 4.4156 -4.9644 0.4686
H 2.4851 -1.4979 -1.7271 0.4762
H 3.3860 -1.7130 -0.5220 0.4643
H 2.2924 -3.0318 2.3521 0.4733
H 1.9191 -1.6305 2.8070 0.4758
H -1.9643 -2.7296 2.6146 0.4727
H -0.7145 -2.5318 3.4566 0.4860
H 2.9659 2.1170 -1.1060 0.4773
H 2.2828 3.4521 -1.3525 0.4628
H -1.5835 0.9955 1.9407 0.4634
H -1.9289 -0.0749 2.9630 0.4909
O 0.0813 0.4788 -0.8083 -0.9272
O -2.6966 -1.3565 -0.5062 -0.9275
O -1.2088 3.6207 -4.9316 -0.9328
O 3.3938 -1.3822 -1.4273 -0.9405
O 1.5729 -2.5281 2.7491 -0.9478
O -1.6556 -2.7277 3.5277 -0.9588
O 2.8137 2.9787 -0.7021 -0.9400
O -1.3436 0.1043 2.2185 -0.9531

[4]
47
Properties=species:S:1:pos:R:3:nbo_charge:R:1 method="wB97M-V/def2-TZVPD" gap_ev=6.232 spin_multiplicity=1 fmax_ev_per_a=0.6 charge=-1 e_tot_ha=-1118.9399
P -1.0617 2.6983 -0.9417 0.4893
C -2.2443 1.5713 -1.9773 -0.7145
C -1.5310 0.3349 -2.5213 -0.4478
C -1.3637 -0.8126 -1.5549 0.0396
C -0.1614 -1.5206 -1.5344 -0.2398
C 0.0329 -2.5780 -0.6510 -0.1562
C -0.9691 -2.9562 0.2385 -0.2825
C -2.1688 -2.2508 0.2284 -0.2150
C -2.3653 -1.2028 -0.6654 -0.2217
H -1.8643 2.4624 0.2913 -0.2273
H -1.9372 3.8606 -1.2563 -0.2069
H -0.2489 2.9202 -2.1661 -0.2147
H -0.2227 1.5194 -0.5856 -0.2207
H -0.1595 3.5825 -0.1803 -0.1634
H -3.0959 1.3369 -1.3361 0.1830
H -2.6153 2.1509 -2.8238 0.1930
H -0.5268 0.6632 -2.8072 0.2122
H -2.0066 -0.0391 -3.4314 0.1973
H 0.6413 -1.2473 -2.2034 0.2097
H 0.9876 -3.0864 -0.6660 0.1863
H -0.8334 -3.7605 0.9466 0.1990
H -2.9609 -2.4821 0.9256 0.2031
H -3.3048 -0.6733 -0.6428 0.2134
C -2.4337 0.0449 5.3067 -0.2335
C -1.9336 -0.9048 4.4254 -0.2490
C -1.4927 -0.5190 3.1653 -0.1524
C -1.5486 0.8145 2.7834 -0.2268
C -2.0510 1.7622 3.6640 -0.1995
C -2.4930 1.3791 4.9242 -0.2306
H -2.7796 -0.2542 6.2891 0.1976
H -1.8883 -1.9467 4.7205 0.1984
H -1.1079 -1.2552 2.4742 0.2086
H -1.2145 1.1167 1.7966 0.2574
H -2.1001 2.8000 3.3602 0.2183
H -2.8883 2.1205 5.6084 0.1994
C 4.1530 -1.6295 -1.2505 -0.2184
C 5.1167 -1.6710 -2.2494 -0.2233
C 5.4566 -0.5117 -2.9329 -0.2234
C 4.8354 0.6888 -2.6141 -0.2189
C 3.8744 0.7307 -1.6132 -0.1923
C 3.5329 -0.4290 -0.9317 -0.2098
H 3.8825 -2.5343 -0.7206 0.2078
H 5.6006 -2.6078 -2.4972 0.2030
H 6.2029 -0.5442 -3.7172 0.2028
H 5.0977 1.5926 -3.1492 0.2083
H 3.3841 1.6636 -1.3673 0.2298
H 2.7744 -0.3970 -0.1600 0.2310

[5]
107
Properties=species:S:1:pos:R:3:lowdin_charge:R:1 method="wB97M-V/def2-TZVPD" gap_ev=6.059 de_lowest_kcal_mol=0.0 spin_multiplicity=1 fmax_ev_per_a=0.8 charge=+1 e_tot_ha=-4194.9120
Ir 0.0953 0.1922 0.5677 1.2226
C 5.7733 -2.2161 1.3215 -0.0781
C 5.4952 -0.8064 1.8532 -0.1835
C 4.3232 -0.1707 1.1746 -0.1274
C 4.3265 0.6788 0.1134 -0.1268
C 5.5046 1.2782 -0.5892 -0.1878
C 5.8836 2.6503 -0.0240 -0.0761
C 2.9434 0.9642 -0.1972 -0.2353
N 2.1279 0.2891 0.6601 -0.0732
C 2.9375 -0.4180 1.5111 -0.2313
C 2.4956 -1.2173 2.5441 0.0675
C 1.1829 -1.4853 2.8896 -0.2352
C 0.7603 -2.3222 3.9855 -0.1410
C 1.6796 -2.9706 4.9728 -0.1851
C 2.1480 -2.0003 6.0616 -0.0757
C -0.6003 -2.3651 3.9447 -0.1388
C -1.0091 -1.5520 2.8249 -0.2397
C -2.3203 -1.3295 2.4267 0.0607
C -2.7532 -0.5037 1.4121 -0.2185
N -1.9381 0.2586 0.6104 -0.0693
C -2.7495 0.9755 -0.2170 -0.2409
C -2.3110 1.8705 -1.1749 0.0461
C -1.0010 2.1736 -1.4759 -0.2257
N 0.0948 1.5992 -0.8860 -0.0647
C 1.1993 2.1411 -1.4964 -0.2135
C 2.5071 1.8195 -1.1984 0.0582
C 0.7816 3.0929 -2.5037 -0.1222
C -0.5748 3.1171 -2.4871 -0.1212
C -1.5030 3.9001 -3.3604 -0.1782
C -2.0286 3.0788 -4.5426 -0.0717
C 1.7167 3.8530 -3.3905 -0.1804
C 2.1959 3.0280 -4.5888 -0.0748
C -4.1366 0.6635 0.0662 -0.1229
C -4.1380 -0.2506 1.0696 -0.1243
C -5.3133 -0.8638 1.7649 -0.1883
C -5.7083 -0.0953 3.0294 -0.0761
C -5.3042 1.2375 -0.6722 -0.1824
C -5.5076 0.5833 -2.0425 -0.0761
N 0.0889 -1.0204 2.2136 -0.0689
C -1.5301 -3.1325 4.8318 -0.1804
C -1.9712 -4.4578 4.2038 -0.0784
H 6.6480 -2.6534 1.8022 0.0762
H 5.9523 -2.1925 0.2454 0.0767
H 4.9228 -2.8765 1.5025 0.0680
H 6.3756 -0.1781 1.7114 0.1110
H 5.3250 -0.8468 2.9313 0.1119
H 5.2943 1.3640 -1.6579 0.1089
H 6.3539 0.5981 -0.5045 0.1107
H 5.0557 3.3549 -0.1174 0.0731
H 6.7444 3.0662 -0.5471 0.0764
H 6.1324 2.5750 1.0350 0.0786
H 3.2580 -1.6851 3.1540 0.1150
H 2.5455 -3.3879 4.4526 0.1113
H 1.1693 -3.8182 5.4324 0.1095
H 2.6522 -1.1362 5.6262 0.0722
H 2.8391 -2.4873 6.7491 0.0765
H 1.2994 -1.6295 6.6372 0.0798
H -3.0876 -1.8407 2.9938 0.1140
H -3.0729 2.3797 -1.7503 0.1138
H 3.2729 2.3056 -1.7883 0.1121
H -0.9859 4.7860 -3.7308 0.1092
H -2.3440 4.2670 -2.7677 0.1133
H -1.2053 2.7184 -5.1601 0.0689
H -2.6884 3.6761 -5.1715 0.0780
H -2.5882 2.2076 -4.1963 0.0626
H 2.5783 4.1918 -2.8107 0.1118
H 1.2176 4.7559 -3.7448 0.1092
H 2.7018 2.1177 -4.2619 0.0693
H 2.8910 3.5991 -5.2038 0.0774
H 1.3545 2.7312 -5.2159 0.0681
H -5.0920 -1.9033 2.0179 0.1087
H -6.1579 -0.8961 1.0747 0.1109
H -4.8737 -0.0370 3.7298 0.0731
H -6.5445 -0.5769 3.5358 0.0764
H -6.0019 0.9256 2.7832 0.0787
H -5.1716 2.3157 -0.7924 0.1157
H -6.2048 1.1120 -0.0697 0.1096
H -4.6392 0.7374 -2.6861 0.0596
H -6.3799 0.9961 -2.5487 0.0771
H -5.6545 -0.4926 -1.9362 0.0793
H -2.4050 -2.5226 5.0687 0.1133
H -1.0351 -3.3289 5.7839 0.1109
H -2.4673 -4.2936 3.2451 0.0680
H -2.6630 -4.9916 4.8552 0.0764
H -1.1098 -5.1030 4.0239 0.0771
C 0.2159 -4.0328 0.8525 -0.1194
C -0.5993 -3.3180 -0.2185 -0.3562
As 0.0874 -1.6181 -0.8267 1.1982
C -1.0340 -1.1287 -2.3395 -0.3608
C -1.4995 -2.2501 -3.2635 -0.1329
C 1.8764 -1.9766 -1.4906 -0.3608
C 2.0164 -3.2090 -2.3780 -0.1298
H -0.1589 -5.0494 0.9736 0.0855
H 0.1410 -3.5311 1.8183 0.0416
H 1.2723 -4.1008 0.5868 0.0719
H -1.6314 -3.1556 0.0993 0.0782
H -0.6285 -3.8936 -1.1464 0.0670
H -0.4614 -0.3681 -2.8765 0.0777
H -1.8904 -0.6155 -1.9037 0.0477
H -0.6738 -2.8065 -3.7052 0.0575
H -2.0787 -1.8228 -4.0828 0.0792
H -2.1471 -2.9579 -2.7463 0.0713
H 2.5214 -2.0511 -0.6120 0.0631
H 2.1712 -1.0650 -2.0150 0.0728
H 1.6711 -4.1175 -1.8842 0.0661
H 3.0688 -3.3547 -2.6230 0.0815
H 1.4766 -3.1073 -3.3183 0.0614

[6]
33
Properties=species:S:1:pos:R:3:nbo_charge:R:1 method="wB97M-V/def2-TZVPD" gap_ev=8.541 de_lowest_kcal_mol=135.1 spin_multiplicity=1 smiles=O.O.O.O.O.O.O.O.O.O.O fmax_ev_per_a=8.6 e_tot_ha=-840.6648
H 0.7711 -0.8671 -1.0203 0.4678
H -0.5201 -0.6036 -0.4851 0.4737
H -2.9394 0.9446 1.5243 0.4824
H -2.8495 -0.5418 1.0049 0.4376
H 0.7200 3.2337 -0.5656 0.4844
H 0.2421 4.5581 -1.1702 0.4655
H 3.2105 -1.1473 -2.5628 0.4526
H 2.0247 -1.7878 -3.0777 0.4649
H 1.0426 -3.0277 2.2634 0.4564
H 0.4639 -4.0801 1.4529 0.4699
H -0.4728 1.5474 -3.7690 0.4709
H 0.3358 0.4393 -2.9424 0.4832
H -1.2472 0.2424 3.3096 0.4692
H -2.4267 0.4504 4.1954 0.4501
H -0.8579 3.1079 1.3997 0.4820
H -2.0273 3.0689 0.4104 0.4603
H -1.5439 -2.8387 -2.8697 0.4720
H -2.4493 -2.1755 -1.8577 0.4688
H 2.4063 -2.9425 -1.6788 0.4591
H 2.0524 -2.1203 -0.3635 0.4927
H 1.7057 2.6539 3.7663 0.4718
H 2.0081 2.1204 2.3425 0.4712
O 0.3438 -0.3838 -0.3307 -0.9466
O -2.5872 0.1069 1.6407 -0.9321
O 0.5624 4.1879 -0.3978 -0.9496
O 2.5137 -0.9744 -3.1493 -0.9177
O 0.6823 -3.8457 2.3861 -0.9256
O -0.1563 0.6054 -3.7372 -0.9557
O -2.0838 0.6854 3.2964 -0.9079
O -1.4294 2.5368 0.8363 -0.9410
O -1.4860 -2.4818 -1.9869 -0.9405
O 1.7104 -2.7180 -1.1206 -0.9472
O 2.2813 2.0465 3.2563 -0.9427